[1]
# H19O10

A cluster of 10 separate species, H19O10 in total at a distorted geometry (wB97M-V/def2-TZVPD, the OMol25 dataset).

The geometry in ORCA input format:
```
! wB97M-V def2-TZVPD RIJCOSX def2/J DEFGRID3
* xyz -1 1
O 8.207 36.152 48.623
H 8.996 35.947 48.716
O 10.838 34.048 48.018
H 10.069 33.414 48.227
H 11.005 34.734 48.737
O 7.810 38.178 47.096
H 7.655 38.980 47.650
H 7.905 37.335 47.612
O 8.476 32.941 48.906
H 7.931 32.832 48.107
H 8.048 33.484 49.379
O 7.038 34.620 50.631
H 7.430 35.152 50.099
H 7.849 34.532 51.230
O 7.923 37.940 50.538
H 7.257 37.703 51.239
H 7.998 37.291 49.943
O 11.190 35.932 49.900
H 11.015 36.704 49.390
H 10.565 35.545 50.584
O 9.135 35.177 46.254
H 8.662 35.540 47.069
H 9.805 34.673 46.850
O 5.658 36.598 47.970
H 5.765 36.978 47.141
H 6.647 36.394 48.346
O 10.546 38.322 48.395
H 9.649 38.162 47.966
H 10.867 39.031 47.873
*
```

Summary:
ΔE to the lowest compared entry with this formula, charge and spin   77.04 kcal per mole
HOMO-LUMO gap   9.26 eV
DFT total energy   -20783.17654 eV
HOMO level   -0.231 Ha
Molecular weight   179.14 g mol⁻¹

Results of the Mulliken charge analysis, in e, for atoms 1 through 6:
1. O -0.79
2. H -0.11
3. O -0.81
4. H 0.43
5. H 0.38
6. O -0.74

***

[2]
# H19O9

A structure of composition H19O9 at a distorted geometry (wB97M-V/def2-TZVPD, the OMol25 dataset).

The geometry in ORCA input format:
```
! wB97M-V def2-TZVPD RIJCOSX def2/J DEFGRID3
* xyz 1 1
O -0.070 0.026 1.560
H -0.051 0.448 0.482
H -3.562 0.960 1.360
O -0.317 -2.521 1.362
H -1.246 -2.456 1.291
O -0.208 2.960 2.006
H 2.088 -3.103 0.559
H -1.069 3.165 1.644
O 3.032 -3.077 0.691
H 0.119 3.817 2.296
H 0.055 -3.307 0.958
O 0.240 0.549 -0.770
H 0.143 -1.318 -2.622
H 0.904 1.070 -1.209
O -0.347 -2.139 -2.597
H -0.615 -2.318 -3.502
H -0.564 0.484 -1.316
O 2.590 1.633 -0.147
H 0.882 0.235 1.583
H 2.810 1.953 0.734
O -2.024 1.330 -2.648
H 3.447 -3.381 -0.121
H 3.428 1.458 -0.589
O -2.731 1.116 0.895
H -2.924 1.211 -2.953
H -1.967 2.274 -2.457
H 0.015 -0.879 1.094
H -3.039 0.908 0.000
*
```

Summary:
ΔE to the lowest compared entry with this formula, charge and spin   60.34 kcal per mole
HOMO-LUMO gap   11.34 eV
DFT total energy   -18729.06834 eV
HOMO level   -0.527 Ha
Molecular weight   163.14 g mol⁻¹

Results of the Mulliken charge analysis, in e, for atoms 1 through 6:
1. O -0.49
2. H 0.54
3. H 0.30
4. O -0.61
5. H 0.30
6. O -0.57

***

[3]
# H19O9

A cluster of 9 separate species, H19O9 in total at a distorted geometry (wB97M-V/def2-TZVPD, the OMol25 dataset).

The geometry in ORCA input format:
```
! wB97M-V def2-TZVPD RIJCOSX def2/J DEFGRID3
* xyz 1 1
O -0.382 -1.206 0.134
H -1.124 -0.652 0.387
H 0.462 -0.957 0.576
H -0.299 -1.281 -0.804
O -3.048 -1.229 -1.710
H -2.496 -1.666 -2.368
H -3.910 -1.186 -2.088
O 0.707 -2.304 -2.310
H 0.816 -3.107 -2.834
H 1.633 -1.993 -2.216
O -2.320 0.484 1.329
H -2.319 0.737 2.256
H -3.192 0.662 0.988
O -1.444 2.728 -0.058
H -1.692 2.122 0.626
H -0.534 2.402 -0.356
O 2.321 -0.690 0.135
H 2.590 0.035 0.703
H 3.012 -1.257 0.427
O -0.478 0.471 -2.043
H -1.269 1.024 -2.194
H 0.297 1.037 -1.901
O 0.843 1.309 1.782
H 0.269 2.071 1.762
H 1.488 1.573 2.483
O 3.372 0.640 2.340
H 2.539 0.146 2.409
H 4.158 0.088 2.544
*
```

Summary:
ΔE to the lowest compared entry with this formula, charge and spin   50.37 kcal per mole
HOMO-LUMO gap   11.48 eV
DFT total energy   -18729.50057 eV
HOMO level   -0.532 Ha
Molecular weight   163.14 g mol⁻¹

Results of the Mulliken charge analysis, in e, for atoms 1 through 6:
1. O -0.17
2. H 0.49
3. H 0.47
4. H 0.25
5. O -0.59
6. H 0.30

***

[4]
# H2

A cluster of 2 separate species, H2 in total (wB97M-V/def2-TZVPD, the OMol25 dataset).

The geometry in ORCA input format:
```
! wB97M-V def2-TZVPD RIJCOSX def2/J DEFGRID3
* xyz -1 2
H 0.000 0.000 0.726
H 0.000 0.000 -0.726
*
```

Summary:
ΔE to the lowest compared entry with this formula, charge and spin   14.06 kcal per mole
HOMO-LUMO gap (spin up / spin down)   9.57 / 10.01 eV
DFT total energy   -28.23744 eV
HOMO level (spin up / spin down)   0.037 / -0.092 Ha
Molecular weight   2.02 g mol⁻¹

In the Mulliken picture, each atom carries the following charge in e:
1. H -0.50
2. H -0.50

***

[5]
# H2

A cluster of 2 separate species, H2 in total at a distorted geometry (wB97M-V/def2-TZVPD, the OMol25 dataset).

The geometry in ORCA input format:
```
! wB97M-V def2-TZVPD RIJCOSX def2/J DEFGRID3
* xyz -1 2
H 0.000 0.000 0.575
H 0.000 0.000 -0.575
*
```

Summary:
ΔE to the lowest compared entry with this formula, charge and spin   7.66 kcal per mole
HOMO-LUMO gap (spin up / spin down)   8.49 / 12.07 eV
DFT total energy   -28.51490 eV
HOMO level (spin up / spin down)   0.075 / -0.151 Ha
Molecular weight   2.02 g mol⁻¹

In the Mulliken picture, each atom carries the following charge in e:
1. H -0.50
2. H -0.50

***

[6]
# H2

A cluster of 2 separate species, H2 in total at a distorted geometry (wB97M-V/def2-TZVPD, the OMol25 dataset).

The geometry in ORCA input format:
```
! wB97M-V def2-TZVPD RIJCOSX def2/J DEFGRID3
* xyz 0 1
H 0.048 0.907 0.786
H -0.048 -0.907 -0.786
*
```

Summary:
ΔE to the lowest compared entry with this formula, charge and spin   139.90 kcal per mole
HOMO-LUMO gap   6.73 eV
DFT total energy   -25.52254 eV
HOMO level   -0.361 Ha
Molecular weight   2.02 g mol⁻¹

In the Mulliken picture, each atom carries the following charge in e:
1. H 0.00
2. H 0.00

***

[7]
# H2

A cluster of 2 separate species, H2 in total at a distorted geometry (wB97M-V/def2-TZVPD, the OMol25 dataset).

The geometry in ORCA input format:
```
! wB97M-V def2-TZVPD RIJCOSX def2/J DEFGRID3
* xyz 0 1
H 0.000 0.000 0.598
H 0.000 0.000 -0.598
*
```

Summary:
ΔE to the lowest compared entry with this formula, charge and spin   39.30 kcal per mole
HOMO-LUMO gap   13.29 eV
DFT total energy   -29.88490 eV
HOMO level   -0.454 Ha
Molecular weight   2.02 g mol⁻¹

In the Mulliken picture, each atom carries the following charge in e:
1. H 0.00
2. H 0.00

***

[8]
# H20Na2O14S

A structure of composition H20Na2O14S at a distorted geometry (wB97M-V/def2-TZVPD, the OMol25 dataset).

The geometry in ORCA input format:
```
! wB97M-V def2-TZVPD RIJCOSX def2/J DEFGRID3
* xyz 0 1
Na -11.235 -15.796 19.142
Na -11.485 -11.908 19.497
S -12.935 -14.039 16.989
O -12.996 -15.439 17.190
O -14.209 -13.453 17.542
O -11.838 -13.545 17.801
O -12.780 -13.763 15.588
O -14.599 -15.667 14.893
H -14.953 -16.289 15.528
H -13.786 -15.355 15.290
O -14.016 -11.492 19.472
H -14.260 -12.190 18.864
H -14.850 -11.127 19.766
O -12.681 -11.935 13.906
H -12.650 -12.508 14.673
H -13.578 -12.016 13.582
O -11.853 -17.329 15.616
H -11.410 -16.849 14.916
H -12.057 -16.663 16.272
O -11.606 -15.064 13.455
H -11.700 -14.414 12.759
H -11.940 -14.627 14.238
O -15.658 -14.348 19.435
H -16.106 -13.503 19.485
H -14.955 -14.209 18.800
O -9.591 -15.786 17.065
H -8.636 -15.823 17.111
H -9.780 -14.937 16.664
O -14.618 -17.453 17.353
H -13.967 -16.753 17.407
H -14.215 -18.190 17.812
O -9.901 -13.234 15.907
H -10.442 -13.148 16.692
H -10.041 -12.416 15.429
O -15.346 -11.616 15.728
H -15.762 -12.164 15.063
H -14.925 -12.238 16.322
*
```

Summary:
ΔE to the lowest compared entry with this formula, charge and spin   0.00 kcal per mole
HOMO-LUMO gap   6.76 eV
DFT total energy   -48660.57771 eV
HOMO level   -0.339 Ha
Molecular weight   322.19 g mol⁻¹

Results of the Mulliken charge analysis, in e, for atoms 1 through 6:
1. Na 0.93
2. Na 0.95
3. S 1.51
4. O -0.86
5. O -1.08
6. O -1.10

***

[9]
# H20O10

A cluster of 10 separate species, H20O10 in total at a distorted geometry (wB97M-V/def2-TZVPD, the OMol25 dataset).

The geometry in ORCA input format:
```
! wB97M-V def2-TZVPD RIJCOSX def2/J DEFGRID3
* xyz 0 1
O 12.163 -7.901 -13.898
H 11.393 -7.852 -14.387
H 12.024 -7.201 -13.266
O 16.366 -4.331 -12.263
H 16.182 -5.258 -12.466
H 15.582 -4.033 -11.764
O 11.598 -6.104 -11.806
H 12.363 -6.372 -11.261
H 11.774 -5.237 -12.069
O 13.414 -4.643 -13.742
H 12.645 -4.672 -14.326
H 13.596 -3.687 -13.835
O 14.110 -3.279 -10.988
H 13.310 -3.401 -11.507
H 14.194 -4.094 -10.517
O 9.772 -7.211 -14.970
H 9.416 -7.358 -14.073
H 10.385 -6.416 -14.858
O 13.694 -1.968 -14.151
H 13.134 -1.832 -14.914
H 13.199 -1.598 -13.402
O 14.398 -6.757 -12.205
H 14.015 -7.644 -12.457
H 13.998 -6.124 -12.845
O 10.924 -4.799 -14.897
H 10.378 -4.566 -14.168
H 10.699 -4.202 -15.623
O 16.086 -1.279 -12.997
H 16.952 -1.610 -13.116
H 15.420 -1.892 -13.300
*
```

Summary:
ΔE to the lowest compared entry with this formula, charge and spin   68.72 kcal per mole
HOMO-LUMO gap   9.60 eV
DFT total energy   -20799.63262 eV
HOMO level   -0.385 Ha
Molecular weight   180.15 g mol⁻¹

Results of the Mulliken charge analysis, in e, for atoms 1 through 6:
1. O -0.65
2. H 0.44
3. H 0.24
4. O -0.62
5. H 0.29
6. H 0.36

***

[10]
# H20O10

A cluster of 10 separate species, H20O10 in total at a distorted geometry (wB97M-V/def2-TZVPD, the OMol25 dataset).

The geometry in ORCA input format:
```
! wB97M-V def2-TZVPD RIJCOSX def2/J DEFGRID3
* xyz 0 1
O 1.798 -2.243 -2.651
H 1.253 -1.327 -2.685
H 2.761 -2.065 -2.890
O 0.170 -1.296 3.317
H -0.141 -1.508 2.434
H -0.228 -0.401 3.436
O -0.030 2.967 -0.289
H 0.162 2.164 -0.681
H -1.023 3.196 -0.273
O 2.603 0.705 -1.181
H 2.327 1.352 -1.996
H 2.825 1.262 -0.457
O -0.443 2.867 2.597
H -0.513 3.789 2.602
H -0.422 2.701 1.671
O -3.034 -2.337 0.132
H -2.111 -2.550 0.041
H -3.069 -1.755 0.814
O 0.053 0.276 -3.143
H -0.710 -0.176 -3.534
H -0.132 0.470 -2.353
O -0.342 0.103 -0.411
H 0.488 -0.555 -0.431
H -1.037 0.170 0.187
O -2.345 -0.015 1.734
H -2.216 -0.227 2.681
H -3.106 0.626 1.849
O 1.955 -2.375 -0.058
H 2.348 -2.174 -0.971
H 2.161 -1.644 0.506
*
```

Summary:
ΔE to the lowest compared entry with this formula, charge and spin   108.57 kcal per mole
HOMO-LUMO gap   10.69 eV
DFT total energy   -20797.90470 eV
HOMO level   -0.400 Ha
Molecular weight   180.15 g mol⁻¹

Results of the Mulliken charge analysis, in e, for atoms 1 through 6:
1. O -0.76
2. H 0.40
3. H 0.34
4. O -0.64
5. H 0.32
6. H 0.31

***

[11]
# H20O10

A cluster of 10 separate species, H20O10 in total (wB97M-V/def2-TZVPD, the OMol25 dataset).

The geometry in ORCA input format:
```
! wB97M-V def2-TZVPD RIJCOSX def2/J DEFGRID3
* xyz 0 1
O 1.058 -0.244 -3.125
H 0.669 -0.113 -2.240
H 0.455 0.201 -3.727
O -2.396 1.011 0.469
H -2.339 0.091 0.772
H -2.248 1.538 1.265
O -2.978 3.291 -1.044
H -2.159 3.794 -1.062
H -2.719 2.392 -0.781
O -0.042 -0.139 -0.578
H 0.461 -0.082 0.252
H -0.875 0.317 -0.387
O 0.868 0.925 1.960
H 1.410 1.712 1.847
H 1.457 0.270 2.363
O 1.162 -2.031 1.032
H 1.860 -1.780 1.654
H 1.573 -2.634 0.404
O -3.576 0.048 -2.003
H -3.759 0.317 -1.095
H -3.491 -0.910 -1.964
O 3.291 -0.574 2.062
H 4.190 -0.287 2.250
H 3.174 -0.395 1.105
O -1.701 -2.320 1.233
H -1.944 -3.241 1.113
H -0.728 -2.303 1.192
O 3.154 0.473 -0.609
H 3.836 0.443 -1.288
H 2.338 0.232 -1.071
*
```

Summary:
ΔE to the lowest compared entry with this formula, charge and spin   44.80 kcal per mole
HOMO-LUMO gap   10.97 eV
DFT total energy   -20800.66991 eV
HOMO level   -0.398 Ha
Molecular weight   180.15 g mol⁻¹

Results of the Mulliken charge analysis, in e, for atoms 1 through 6:
1. O -0.64
2. H 0.46
3. H 0.32
4. O -0.65
5. H 0.31
6. H 0.22